7
Properties=species:S:1:pos:R:3:mulliken_charge:R:1 method="wB97M-V/def2-TZVPD" fmax_ev_per_a=3.49 e_above_lowest_kcal_mol=8.8 e_lumo_ev=4.42 homo_energy_ev=-4.15 total_charge=-1 homo_lumo_gap_ev=8.571 energy_ev=-15442.5485
C 0.64324 -0.10586 -0.06651 0.656
N -1.17135 -0.53341 0.13152 0.182
O -1.45098 -0.16067 1.24084 -0.364
F 1.24772 -1.17482 0.46874 -0.273
F 1.24360 -0.08122 -1.35152 -0.297
F 1.00028 1.04742 0.50457 -0.221
F -1.51252 1.00855 -0.92765 -0.683